(1)
This record from OMol25 describes a molecular structure, C28H67ClN2O7Si2. The level of theory is the ωB97M-V functional and the def2-TZVPD basis.

Geometry as XYZ:
```
107
Properties=species:S:1:pos:R:3:mulliken_charge:R:1
C 4.30827 0.16272 -0.79935 -1.105
C 5.60354 -0.26115 -0.10903 -0.367
C 6.81796 0.67655 -0.24146 -0.770
C 6.92197 1.47143 -1.54443 -0.829
C 6.07151 2.74220 -1.58055 -0.277
C 5.80430 3.24134 -2.99602 -0.381
C 5.10413 4.60198 -3.03708 -1.155
C 3.59578 4.50575 -2.79506 -0.452
C 2.84020 3.84192 -3.96569 -0.659
Si 1.22636 4.62190 -4.42004 -0.099
Cl 1.52704 6.66877 -4.65531 -0.385
C 0.45536 3.99630 -6.00082 -0.743
C -0.62102 2.90264 -5.81341 0.188
C -1.76556 2.99418 -6.81980 -1.320
O 0.17543 4.42161 -3.17628 0.319
Si -1.19263 5.23251 -2.77738 0.015
O -2.16025 4.13380 -2.06304 0.070
C -3.57333 4.18098 -2.04373 -0.729
C -4.12445 2.79610 -2.33428 -0.397
O -3.39876 2.22694 -3.40158 -0.053
C -4.08670 1.15694 -4.02500 -0.405
C -3.11423 0.43485 -4.94571 -0.994
H 3.84743 1.02319 -0.30813 0.268
H 3.58361 -0.65297 -0.77534 0.415
H 4.46877 0.42594 -1.84753 0.214
H 5.38991 -0.40611 0.95357 0.281
H 5.89226 -1.24585 -0.48834 0.313
H 7.71516 0.05915 -0.14580 0.367
H 6.85135 1.37843 0.59904 0.309
H 6.66241 0.82168 -2.38944 0.345
H 7.96709 1.75349 -1.70440 0.443
H 6.58243 3.52612 -1.00957 0.340
H 5.12443 2.56516 -1.06445 0.045
H 5.17799 2.50391 -3.51369 0.186
H 6.74333 3.28088 -3.55773 0.366
H 5.27453 5.08955 -4.00211 0.352
H 5.54703 5.25711 -2.27940 0.442
H 3.41050 3.92700 -1.88559 0.220
H 3.20204 5.50592 -2.59608 0.441
H 3.46454 3.81797 -4.86671 0.485
H 2.60844 2.79456 -3.73768 0.344
H 1.27167 3.62885 -6.63320 0.448
H 0.04135 4.85844 -6.53174 0.414
H -0.13790 1.92506 -5.90369 0.324
H -1.03044 2.93025 -4.80054 -0.111
H -2.65216 2.46884 -6.45880 0.247
H -2.04631 4.03559 -6.99434 0.415
H -1.49962 2.56367 -7.78804 0.307
H -0.85722 6.34774 -1.87074 -0.202
H -1.85973 5.74188 -4.00162 -0.181
H -3.90741 4.50079 -1.05266 0.333
H -3.95386 4.89465 -2.78444 0.436
H -4.07072 2.17459 -1.43348 0.142
H -5.18475 2.89239 -2.60902 0.418
H -4.48939 0.48004 -3.26196 0.484
H -4.94425 1.55431 -4.58432 0.361
H -2.74655 -0.49458 -4.50969 0.281
H -3.56006 0.19473 -5.91141 0.339
H -2.25420 1.08194 -5.12751 0.033
C -4.30967 -3.48115 2.64395 -0.915
O -2.98995 -2.98932 2.57337 -0.220
C -2.21011 -3.53908 1.51529 -0.593
C -1.79778 -2.44861 0.55268 -0.452
N -2.96168 -1.89910 -0.12014 -0.252
C -2.68917 -0.76636 -0.99410 -0.763
C -2.15787 0.51354 -0.35901 -0.378
O -3.08434 1.14541 0.51049 -0.418
C -3.06984 0.70537 1.85356 -0.651
H -4.76785 -3.04406 3.52989 0.254
H -4.90117 -3.20803 1.76287 0.376
H -4.32909 -4.57313 2.73913 0.359
H -2.78472 -4.30707 0.98804 0.437
H -1.32001 -4.00693 1.94675 0.369
H -1.12271 -2.87623 -0.19560 0.366
H -1.22247 -1.70077 1.11775 0.206
H -3.64373 -1.62953 0.57793 0.148
H -3.61539 -0.52137 -1.51871 0.315
H -1.96761 -1.08584 -1.75466 0.379
H -1.95301 1.22535 -1.16277 0.073
H -1.21319 0.33862 0.16998 0.456
H -2.06869 0.38398 2.15688 0.305
H -3.76106 -0.12338 2.03399 0.158
H -3.37164 1.54612 2.47778 0.329
C 1.28097 -4.20456 8.96409 -0.764
O 0.33446 -5.23488 8.78070 -0.351
C -1.01822 -4.81803 8.92579 -0.798
C -1.77480 -5.05841 7.63861 -0.231
N -1.25901 -4.20436 6.58434 -0.229
C -1.84395 -4.42380 5.26922 -0.630
C -1.61274 -5.77837 4.61166 -0.581
O -0.25704 -6.01549 4.27357 -0.390
C 0.50742 -6.68521 5.25543 -0.583
H 2.26716 -4.65274 8.85729 0.247
H 1.16687 -3.40497 8.22368 0.324
H 1.20270 -3.75912 9.96192 0.355
H -1.05730 -3.75562 9.18513 0.425
H -1.47559 -5.39105 9.73722 0.383
H -2.83176 -4.82327 7.80141 0.342
H -1.71353 -6.13240 7.40716 0.204
H -0.25463 -4.32477 6.53125 0.180
H -1.47005 -3.65470 4.59241 0.303
H -2.92581 -4.26580 5.34444 0.307
H -2.17130 -5.79292 3.67153 0.315
H -1.98920 -6.60313 5.22912 0.412
H -0.09804 -7.41904 5.79770 0.279
H 0.94525 -6.00302 5.99030 0.179
H 1.31420 -7.20731 4.74232 0.276
```

(2)
This record from OMol25 describes 6 unconnected molecules or ions with the total composition C28H67N4O9. The level of theory is the ωB97M-V functional and the def2-TZVPD basis.

Geometry as XYZ:
```
108
Properties=species:S:1:pos:R:3:mulliken_charge:R:1
O -6.75954 4.79838 -2.77687 -0.471
C -6.76497 4.70375 -1.33990 -0.267
C -7.18689 3.24327 -0.91702 -0.614
O -6.01793 2.41597 -0.87043 -0.440
C -5.69691 1.84187 -2.13134 -0.331
O -4.50767 2.43693 -2.62086 -0.102
C -3.42412 1.54108 -2.68809 -0.722
N -2.14941 2.22764 -2.38491 0.271
C -1.50094 2.09761 -1.06306 -1.115
C -1.49950 3.39685 -0.20178 -0.510
O -2.73184 4.11432 -0.31008 -0.438
C -1.54521 2.95356 -3.30071 0.418
N -1.95400 3.18249 -4.62079 -0.234
C -0.99406 3.95477 -5.15491 -0.114
N -0.01431 4.27413 -4.26372 -0.469
N -0.38873 3.62974 -3.13686 0.315
H -7.34894 4.12001 -3.13588 0.301
H -5.72770 4.88623 -0.99047 0.162
H -7.49828 5.40357 -0.87563 0.329
H -8.02006 2.83337 -1.53287 0.402
H -7.57667 3.32107 0.12694 0.296
H -6.55237 1.96282 -2.83045 0.302
H -5.59777 0.74036 -1.94592 0.385
H -3.36180 1.14761 -3.73446 0.222
H -3.48236 0.69589 -1.96578 0.449
H -0.44886 1.75365 -1.20535 0.496
H -2.05442 1.32355 -0.49545 0.369
H -1.33778 3.06911 0.85701 0.461
H -0.65499 4.09880 -0.43645 0.268
H -2.72283 4.70860 0.45862 0.325
H -0.94107 4.32670 -6.19185 0.448
H 0.81990 4.84421 -4.34095 0.204
H 0.22457 3.75590 -2.33784 0.326
C -7.39197 2.70706 -8.44652 -1.143
C -7.08982 2.13818 -7.07112 -0.074
O -5.74855 1.70237 -6.91856 -0.461
C -4.74929 2.69718 -7.05973 -0.416
C -4.85115 3.80695 -6.02769 -0.783
H -7.07880 2.01269 -9.22814 0.284
H -8.46032 2.90089 -8.55287 0.418
H -6.86523 3.64882 -8.61527 0.264
H -7.71451 1.25708 -6.91129 0.378
H -7.35300 2.85357 -6.28373 0.082
H -4.75299 3.10338 -8.07699 0.341
H -3.79223 2.18542 -6.93168 0.339
H -5.74544 4.41469 -6.18160 0.408
H -3.98537 4.46766 -6.09235 0.313
H -4.90678 3.39228 -5.01914 0.087
C 0.15128 -0.74672 3.47723 -1.096
C -0.27273 -0.19207 2.12971 -0.264
O 0.49239 0.92937 1.70879 -0.377
C 1.88236 0.70590 1.51835 -0.464
C 2.18982 -0.31865 0.43955 -0.777
H 0.19084 0.04592 4.22662 0.323
H -0.54779 -1.51538 3.81170 0.249
H 1.14355 -1.19956 3.42796 0.281
H -1.30647 0.15585 2.20412 0.360
H -0.26181 -0.97387 1.36197 0.337
H 2.35945 0.43501 2.46449 0.365
H 2.30594 1.66757 1.21967 0.358
H 1.87657 -1.31997 0.74200 0.316
H 3.26285 -0.35098 0.24059 0.256
H 1.66283 -0.07671 -0.48740 0.159
C -3.86436 -3.92762 4.63406 -1.144
C -2.49607 -4.12754 4.00451 -0.160
O -1.42468 -3.97697 4.91976 -0.361
C -1.39394 -4.89157 6.00470 -0.357
C -1.25026 -6.34088 5.57176 -1.043
H -3.90215 -2.98518 5.18381 0.302
H -4.64052 -3.92130 3.86678 0.394
H -4.10115 -4.72679 5.33919 0.269
H -2.35041 -3.36381 3.23631 0.235
H -2.43425 -5.09573 3.49644 0.309
H -2.27248 -4.75720 6.64408 0.301
H -0.52532 -4.61771 6.60631 0.319
H -2.14499 -6.69332 5.05377 0.267
H -1.09417 -6.98295 6.43980 0.387
H -0.40801 -6.45751 4.88714 0.291
C 6.81253 -3.36058 0.16869 -0.929
C 6.10272 -2.19552 -0.49899 -0.288
O 6.21290 -0.97573 0.22080 -0.368
C 7.52615 -0.46508 0.39585 0.118
C 8.22438 -0.13468 -0.91272 -1.225
H 6.50609 -3.45222 1.21178 0.143
H 6.58671 -4.29392 -0.34928 0.426
H 7.89669 -3.22798 0.15681 0.230
H 5.03544 -2.42252 -0.55238 0.319
H 6.44505 -2.06437 -1.53111 0.310
H 8.12755 -1.15048 1.00021 -0.098
H 7.42153 0.45356 0.97735 0.366
H 8.44665 -1.03774 -1.48510 0.284
H 9.16814 0.37822 -0.72115 0.435
H 7.59384 0.50174 -1.53696 0.279
C 7.45342 -3.76909 6.74929 -1.041
C 7.85076 -4.42000 5.43533 -0.319
O 7.08839 -3.97203 4.32671 -0.417
C 7.18281 -2.59222 4.01992 -0.134
C 8.58802 -2.15148 3.64811 -1.058
H 6.37710 -3.85266 6.91114 0.287
H 7.97433 -4.24315 7.58260 0.395
H 7.70453 -2.70612 6.76220 0.262
H 7.67495 -5.49482 5.50920 0.325
H 8.92116 -4.29269 5.24171 0.299
H 6.78359 -1.98837 4.84189 0.312
H 6.52702 -2.42422 3.16307 0.126
H 9.26150 -2.20104 4.50633 0.386
H 8.58067 -1.12059 3.29035 0.334
H 9.00200 -2.79590 2.86932 0.251
```

Results
- Charge: +1

(3)
This record from OMol25 describes a molecular structure, C28H68AsF6N4O13. The level of theory is the ωB97M-V functional and the def2-TZVPD basis.

Geometry as XYZ:
```
120
Properties=species:S:1:pos:R:3:mulliken_charge:R:1
As 0.27776 -0.93723 -0.13005 2.018
F 0.22128 0.72585 0.59711 -0.072
F -0.91211 -1.54515 1.06777 -0.490
F 0.31627 -2.49993 -1.07009 -0.556
F 1.48516 -0.30836 -1.33116 -0.527
F 1.59419 -1.41287 1.00715 -0.580
F -1.06608 -0.29281 -1.18913 0.285
C -1.40656 -2.38180 -6.22481 -1.579
C -0.87970 -2.44252 -4.80600 0.061
C 0.57716 -2.09930 -4.79889 -0.704
O 0.84375 -0.84372 -5.34531 -0.124
C 2.16020 -0.52795 -5.42397 -1.000
N -1.61821 -1.60122 -3.93974 -0.415
H -2.44775 -2.70345 -6.24823 0.371
H -1.07181 -3.05073 -7.01763 0.444
H -1.16505 -1.43013 -6.69821 0.307
H -0.91063 -3.48841 -4.50062 0.518
H 1.04360 -2.95088 -5.29420 0.504
H 0.84479 -2.02157 -3.74513 0.241
H 2.29954 0.48513 -5.80126 0.277
H 2.69448 -1.22593 -6.06855 0.349
H 2.71976 -0.64539 -4.49597 0.341
H -1.44937 -0.71945 -4.40241 0.131
H -1.15266 -1.60951 -3.04348 -0.100
C -6.34409 -0.15476 -2.58334 -1.962
C -5.15152 -0.48106 -1.67801 0.631
C -4.50512 -1.86358 -1.78487 -0.321
O -3.93691 -2.08877 -0.49797 -0.207
C -3.40060 -3.34922 -0.11363 -0.816
N -4.24360 0.55020 -2.09429 -0.323
H -6.07824 -0.46511 -3.59384 0.379
H -6.64609 0.89256 -2.58454 0.435
H -7.18547 -0.75439 -2.23602 0.493
H -5.50543 -0.29001 -0.66492 0.093
H -3.70781 -1.88378 -2.52782 0.003
H -5.19390 -2.69868 -1.91246 0.557
H -2.57169 -3.43142 -0.81665 0.319
H -4.14798 -4.14202 -0.08208 0.342
H -3.03956 -3.43213 0.91149 0.187
H -3.42069 0.11455 -2.48560 -0.285
H -4.54885 1.20383 -2.80119 0.194
C -1.19379 2.37646 -4.63058 -1.526
C -1.24278 2.34530 -3.03156 2.131
C 0.19335 2.49094 -2.49439 -1.240
O 0.20625 2.86693 -1.11498 -0.122
C 1.46883 3.03343 -0.60894 -0.685
N -2.01237 3.50942 -2.66420 -0.626
H -2.14486 2.19103 -5.12972 0.378
H -0.64176 1.53129 -5.04174 0.165
H -0.67482 3.29445 -4.90640 0.557
H -1.68815 1.39452 -2.73872 -1.302
H 0.56438 3.31816 -3.09949 0.473
H 0.70158 1.59670 -2.85516 0.271
H 1.99052 3.83868 -1.12613 0.484
H 2.08071 2.18818 -0.92399 0.348
H 1.51842 3.17962 0.47008 -0.228
H -2.92973 3.35972 -3.05934 0.311
H -1.78474 4.13462 -3.42407 0.416
C -3.49342 0.79925 1.50094 -1.424
C -2.88084 2.20571 1.18681 0.384
C -1.76121 2.68756 2.08072 0.306
O -1.09859 3.79138 1.38623 -0.298
C -0.12434 4.37961 2.17353 -0.780
N -2.31278 1.91523 -0.08914 0.279
H -3.80448 0.85957 2.54386 0.611
H -2.78951 0.03964 1.16090 0.305
H -4.49931 0.67671 1.09936 0.061
H -3.59335 3.02655 1.26844 0.489
H -1.04604 1.88913 2.27854 -0.643
H -1.98543 2.99319 3.10270 0.737
H 0.65240 3.65990 2.43193 0.171
H -0.65894 4.89472 2.97163 0.362
H 0.44492 5.20196 1.74020 0.248
H -1.75824 1.07363 -0.02361 -0.795
H -3.07056 1.43685 -0.55500 -0.038
C 2.85981 -8.72311 2.12401 -0.982
C 3.89508 -8.82402 0.94708 -0.228
O 4.27307 -7.49988 0.54605 -0.352
C 3.52455 -6.90820 -0.36164 0.744
O 2.56692 -7.42040 -1.00893 -0.617
O 3.90710 -5.65275 -0.48755 -0.323
C 3.02444 -4.78164 -1.21350 -0.577
H 2.46878 -9.65077 2.54194 0.353
H 2.04611 -8.18010 1.64325 0.275
H 3.20720 -8.11933 2.96238 0.280
H 3.68236 -9.46998 0.09527 0.338
H 4.82617 -9.23707 1.33511 0.245
H 1.96594 -4.82562 -0.95707 0.284
H 3.08286 -4.98910 -2.28197 0.300
H 3.47206 -3.82307 -0.95106 0.253
C -1.16632 2.91874 8.28970 -1.252
C -0.25256 2.65958 7.05328 -0.164
O -0.61617 1.55827 6.30052 -0.327
C 0.05649 1.27964 5.26086 0.957
O 1.04991 1.84058 4.84782 -0.585
O -0.44947 0.23334 4.76546 -0.450
C -0.04656 -0.36915 3.53377 -0.177
H -0.56323 3.39518 9.06260 0.351
H -1.51917 1.97589 8.70759 0.329
H -2.06534 3.48517 8.04671 0.319
H 0.72666 2.36573 7.43127 0.279
H -0.15835 3.61967 6.54588 0.298
H 0.21361 0.32166 2.73178 -0.149
H -0.73335 -1.11992 3.14291 0.016
H 0.87193 -0.86956 3.84047 0.375
C 6.33450 5.94773 3.43243 -1.235
C 5.36311 5.14802 2.66087 -0.202
O 5.07361 3.84851 3.18682 -0.317
C 4.36965 2.97341 2.43961 0.822
O 4.16152 3.01626 1.25191 -0.586
O 3.89170 2.01020 3.30111 -0.284
C 3.32770 0.84355 2.78142 -0.522
H 7.25408 5.37082 3.33416 0.300
H 5.92294 6.07282 4.43396 0.297
H 6.58023 6.92206 3.01008 0.380
H 5.64135 5.13661 1.60704 0.331
H 4.45119 5.73584 2.55616 0.305
H 2.71627 0.84020 1.87907 0.224
H 2.65689 0.47540 3.55767 0.045
H 4.10297 0.08986 2.64353 0.425
```

Results
- Energy relative to the best compared isomer or geometry (same formula, charge and spin): 13.90 kcal/mol
- Charge: -1

Ordered HOMO level results: -8.62, -10.86, -4.68; unit eV.
Ordered lowest unoccupied orbital energy results: 0.02409, -0.09719, 0.08880; unit Eh.
Ordered molar mass results: 635.476, 603.863, 857.777; unit Da.